The following is a DFT calculation (wB97M-V/def2-TZVPD) of a molecular structure, C37H42AsN3O3OsSSi2.

Cartesian coordinates (Å):
Os 0.39371 -0.32380 0.51408
N 2.47392 0.38954 1.08440
C 2.99692 0.11416 2.37639
C 3.80236 1.06291 2.99712
C 4.39935 0.80657 4.21424
C 4.13392 -0.38849 4.85638
C 3.29780 -1.31689 4.26876
C 2.73702 -1.11037 3.00426
C 1.94552 -2.21038 2.40716
C 2.41123 -3.49933 2.69162
C 1.70093 -4.62471 2.33601
C 0.48386 -4.47973 1.69842
C 0.03905 -3.21530 1.36195
C 0.76620 -2.05708 1.64688
H 2.60842 1.38409 0.88781
H 3.03683 -0.09885 0.35503
H 3.98449 2.00137 2.49477
H 5.07784 1.52463 4.64752
H 4.58502 -0.60297 5.81248
H 3.07118 -2.22926 4.80121
H 3.36768 -3.60431 3.18279
H 2.08338 -5.60300 2.58214
H -0.11212 -5.34178 1.44196
H -0.91859 -3.14650 0.85236
C -2.43123 -0.65880 -3.75183
Si -3.13769 -0.58180 -1.97542
C -4.14529 1.05854 -1.89826
C -4.33301 -2.08487 -1.81619
As -1.87533 -0.81569 0.05241
Si -3.23529 0.12921 1.79070
C -5.02732 -0.55237 1.70930
C -2.36633 -0.54055 3.37110
C -3.35534 2.04807 1.85137
H -3.23633 -0.73540 -4.47855
H -1.78385 -1.51892 -3.86580
H -1.85562 0.22706 -3.98859
H -4.88592 1.11214 -2.69064
H -3.48192 1.91077 -2.01344
H -4.65964 1.15812 -0.94808
H -5.07389 -2.10952 -2.60954
H -4.85420 -2.07037 -0.86199
H -3.75378 -3.00398 -1.86551
H -5.00969 -1.63809 1.65191
H -5.53764 -0.17847 0.82596
H -5.61344 -0.27151 2.57843
H -2.82295 -1.45832 3.73008
H -2.36668 0.16885 4.19213
H -1.32637 -0.77951 3.12915
H -3.64143 2.44047 0.87988
H -2.39099 2.47035 2.11461
H -4.08102 2.40257 2.57598
C 1.10125 4.21336 3.28858
C 0.65419 2.92214 3.51500
C 0.22858 2.13913 2.46768
C 0.26845 2.61040 1.14165
C 0.71184 3.92924 0.93318
C 1.11387 4.71176 1.99351
N -0.02092 1.74333 0.12139
C -0.42864 2.22428 -1.09995
C -0.01735 1.56511 -2.26532
C -0.38628 2.03871 -3.50652
C -1.20729 3.15024 -3.61861
C -1.65870 3.78618 -2.47085
C -1.27111 3.34151 -1.22399
H 1.44800 4.81799 4.11106
H 0.62615 2.52342 4.51761
H -0.14785 1.13336 2.64674
H 0.76362 4.32140 -0.07204
H 1.45320 5.72148 1.80888
H 0.61861 0.69220 -2.16558
H -0.02215 1.54420 -4.39506
H -1.50788 3.50710 -4.59080
H -2.33073 4.63028 -2.54631
H -1.63035 3.83355 -0.32939
O 3.82052 -0.42883 -1.20078
C 2.94575 -1.12108 -1.72554
N 1.83542 -1.51337 -1.10516
S 0.94771 -2.52936 -2.01439
O -0.42554 -2.07062 -2.00494
O 1.13787 -3.90456 -1.66099
C 1.82827 -2.20122 -3.54916
C 1.60205 -2.53977 -4.86187
C 2.59518 -2.24539 -5.79176
C 3.77825 -1.63706 -5.40289
C 3.97436 -1.24846 -4.08616
C 2.98136 -1.53652 -3.16319
H 0.67523 -3.00282 -5.16087
H 2.44050 -2.49894 -6.82887
H 4.54986 -1.44869 -6.13463
H 4.87092 -0.73219 -3.77460

Values from the calculation:
2S+1	5
charge	0
strongest force on any atom	1.78	eV/Å
expectation value of S²	6.02
frontier orbital gap (alpha / beta)	7.35 / 5.53	eV